No. 1
Density functional theory data (ωB97M-V with the def2-TZVPD basis set) for a structure of composition C29H27CsN3OPS.

Gap between HOMO and LUMO ... 4.6 eV
Energy ... -57701.25718 eV
Net charge ... -2
Relative energy (zero: lowest compared OMol25 entry of this formula, charge and spin) ... 0.810 eV
LUMO ... 3.942 eV

Geometry (Å):
Cs (1.609, 1.166, 0.514)
N (6.150, 2.361, -2.130)
C (4.951, 2.597, -1.409)
S (3.557, 1.728, -1.984)
N (5.106, 3.343, -0.377)
N (4.034, 3.647, 0.444)
C (3.862, 2.958, 1.507)
C (4.549, 1.747, 1.999)
C (5.924, 1.552, 1.839)
C (6.579, 0.464, 2.392)
C (5.832, -0.470, 3.118)
C (4.472, -0.319, 3.281)
C (3.761, 0.789, 2.726)
O (2.486, 0.892, 2.829)
H (5.942, 2.123, -3.087)
H (6.789, 3.139, -2.044)
H (3.053, 3.318, 2.145)
H (6.476, 2.280, 1.259)
H (7.645, 0.333, 2.250)
H (6.328, -1.334, 3.552)
H (3.888, -1.046, 3.834)
C (-3.567, -2.686, -0.912)
C (-3.130, -2.008, -2.186)
C (-3.490, -2.595, -3.400)
C (-3.156, -2.025, -4.620)
C (-2.447, -0.835, -4.643)
C (-2.071, -0.249, -3.443)
C (-2.394, -0.811, -2.205)
P (-1.746, 0.156, -0.768)
C (-1.264, -1.174, 0.416)
C (-1.817, -1.185, 1.695)
C (-1.417, -2.117, 2.642)
C (-0.452, -3.058, 2.315)
C (0.123, -3.040, 1.052)
C (-0.253, -2.099, 0.096)
C (0.435, -2.090, -1.247)
C (-3.219, 0.939, -0.084)
C (-4.507, 0.594, -0.507)
C (-5.646, 1.276, -0.120)
C (-5.477, 2.395, 0.729)
C (-4.244, 2.775, 1.168)
C (-3.022, 2.068, 0.822)
C (-1.817, 2.476, 1.338)
H (-4.407, -3.352, -1.115)
H (-3.872, -1.962, -0.157)
H (-2.759, -3.279, -0.476)
H (-4.060, -3.518, -3.381)
H (-3.455, -2.507, -5.545)
H (-2.177, -0.370, -5.583)
H (-1.491, 0.667, -3.452)
H (-2.572, -0.443, 1.937)
H (-1.852, -2.100, 3.634)
H (-0.125, -3.786, 3.048)
H (0.900, -3.755, 0.805)
H (1.234, -2.830, -1.278)
H (0.874, -1.111, -1.458)
H (-0.261, -2.297, -2.062)
H (-4.623, -0.233, -1.200)
H (-6.623, 0.984, -0.484)
H (-6.344, 2.972, 1.036)
H (-4.146, 3.643, 1.812)
H (-0.896, 1.944, 1.154)
H (-1.756, 3.355, 1.968)

***

No. 2
Density functional theory data (ωB97M-V with the def2-TZVPD basis set) for a structure of composition C29H27MoN2O2P2S2.

Gap between HOMO and LUMO (spin up / spin down) ... 7.2 / 6.8 eV
Energy ... -79682.39658 eV
Net charge ... +1
2S+1 ... 3
LUMO (spin up / spin down) ... -3.462 / -4.524 eV

Geometry (Å):
Mo (-2.373, -0.133, 0.290)
S (-1.606, -0.952, 2.486)
P (0.182, -0.471, 1.597)
C (-0.419, 0.461, 0.297)
P (-0.034, 0.390, -1.377)
S (-1.714, -0.557, -2.080)
C (1.483, -0.435, -1.838)
C (1.486, -1.679, -2.456)
C (2.695, -2.268, -2.802)
C (3.890, -1.620, -2.525)
C (3.891, -0.376, -1.901)
C (2.688, 0.223, -1.562)
C (0.072, 2.044, -2.058)
C (-0.200, 3.155, -1.268)
C (-0.144, 4.426, -1.831)
C (0.181, 4.581, -3.169)
C (0.450, 3.468, -3.961)
C (0.397, 2.200, -3.408)
C (1.297, 0.372, 2.706)
C (1.604, -0.188, 3.947)
C (2.488, 0.464, 4.791)
C (3.062, 1.669, 4.397)
C (2.750, 2.230, 3.168)
C (1.859, 1.583, 2.318)
C (1.000, -2.004, 1.109)
C (0.243, -3.068, 0.616)
C (0.863, -4.241, 0.219)
C (2.245, -4.359, 0.312)
C (3.004, -3.305, 0.797)
C (2.386, -2.126, 1.199)
H (0.548, -2.179, -2.669)
H (2.703, -3.236, -3.291)
H (4.830, -2.085, -2.801)
H (4.827, 0.130, -1.697)
H (2.682, 1.210, -1.107)
H (-0.478, 3.023, -0.230)
H (-0.361, 5.295, -1.221)
H (0.225, 5.574, -3.603)
H (0.703, 3.594, -5.006)
H (0.613, 1.332, -4.022)
H (1.155, -1.128, 4.250)
H (2.729, 0.039, 5.757)
H (3.754, 2.176, 5.060)
H (3.189, 3.175, 2.875)
H (1.586, 2.023, 1.365)
H (-0.831, -2.990, 0.571)
H (0.271, -5.069, -0.152)
H (2.729, -5.279, 0.008)
H (4.082, -3.399, 0.868)
H (2.983, -1.309, 1.588)
C (-5.283, -0.376, 2.037)
C (-4.584, -0.487, 0.722)
N (-4.121, -1.601, 0.213)
O (-4.300, -2.654, 1.073)
C (-4.398, 0.666, -0.229)
C (-5.287, 1.010, -1.368)
N (-3.454, 1.521, 0.258)
O (-3.316, 2.706, 0.020)
H (-4.741, -0.904, 2.818)
H (-6.272, -0.835, 1.959)
H (-5.400, 0.667, 2.312)
H (-3.970, -3.411, 0.572)
H (-5.697, 0.108, -1.816)
H (-4.732, 1.576, -2.115)
H (-6.109, 1.636, -1.015)

***

No. 3
Density functional theory data (ωB97M-V with the def2-TZVPD basis set) for a cluster of 2 separate species, C29H27N2O in total.

Gap between HOMO and LUMO ... 5.6 eV
Energy ... -35531.19070 eV
Net charge ... +1
Relative energy (zero: lowest compared OMol25 entry of this formula, charge and spin) ... 2.185 eV
LUMO ... -5.300 eV

Geometry (Å):
C (3.247, -0.391, 1.404)
C (2.519, -1.581, 1.538)
C (1.140, -1.550, 1.763)
C (0.488, -0.313, 1.857)
C (-0.988, -0.231, 2.006)
N (-1.576, 0.716, 2.676)
C (-2.941, 0.984, 2.230)
C (-3.829, -0.249, 2.058)
C (-3.111, -1.402, 1.365)
N (-1.670, -1.178, 1.313)
C (1.214, 0.869, 1.754)
C (2.582, 0.836, 1.500)
H (4.328, -0.425, 1.267)
H (3.026, -2.542, 1.482)
H (0.582, -2.468, 1.935)
H (-3.346, 1.675, 2.982)
H (-2.906, 1.491, 1.230)
H (-4.233, -0.565, 3.023)
H (-4.676, 0.014, 1.419)
H (-3.290, -2.342, 1.911)
H (-3.475, -1.516, 0.330)
H (-1.126, -1.782, 0.722)
H (0.695, 1.807, 1.916)
H (3.129, 1.773, 1.391)
C (-2.494, 8.505, 1.318)
C (-2.119, 8.778, 2.639)
C (-0.942, 8.232, 3.160)
C (-0.147, 7.442, 2.324)
O (0.983, 6.779, 2.836)
C (0.656, 5.651, 3.582)
C (0.337, 4.460, 2.907)
C (-0.256, 3.436, 3.614)
C (-0.346, 3.476, 5.033)
C (-0.834, 2.366, 5.754)
C (-1.082, 2.386, 7.167)
C (-0.868, 1.246, 7.999)
C (-1.039, 1.320, 9.385)
C (-1.442, 2.522, 9.994)
C (-1.694, 3.646, 9.199)
C (-1.546, 3.572, 7.816)
C (0.162, 4.648, 5.681)
C (0.568, 5.758, 4.974)
C (-0.480, 7.205, 0.991)
C (-1.695, 7.691, 0.507)
H (-3.424, 8.917, 0.924)
H (-2.732, 9.414, 3.283)
H (-0.620, 8.404, 4.189)
H (0.506, 4.404, 1.832)
H (-0.654, 2.552, 3.121)
H (-0.936, 1.429, 5.215)
H (-0.546, 0.311, 7.525)
H (-0.869, 0.435, 10.012)
H (-1.527, 2.598, 11.075)
H (-2.012, 4.596, 9.635)
H (-1.752, 4.455, 7.205)
H (0.202, 4.681, 6.769)
H (0.761, 6.713, 5.467)
H (0.206, 6.632, 0.370)
H (-1.995, 7.448, -0.515)

***

No. 4
Density functional theory data (ωB97M-V with the def2-TZVPD basis set) for the molecule C29H27N3O3.

Gap between HOMO and LUMO ... 8.0 eV
Energy ... -41124.40741 eV
SMILES ... O=C(Nc1ccc(N2CCN(C(=O)c3ccco3)CC2)cc1)C(c1ccccc1)c1ccccc1
Net charge ... 0
Relative energy (zero: lowest compared OMol25 entry of this formula, charge and spin) ... 1.348 eV
LUMO ... 0.633 eV

Geometry (Å):
O (-1.651, -0.324, -1.074)
C (-1.842, -0.537, 0.103)
N (-0.913, -1.046, 0.952)
C (0.441, -1.309, 0.691)
C (0.971, -1.375, -0.590)
C (2.328, -1.542, -0.776)
C (3.217, -1.650, 0.299)
C (2.649, -1.693, 1.578)
C (1.297, -1.513, 1.768)
H (0.902, -1.522, 2.775)
H (3.261, -1.861, 2.449)
N (4.596, -1.778, 0.111)
C (5.500, -1.216, 1.101)
H (6.397, -1.843, 1.142)
C (5.876, 0.239, 0.711)
N (4.885, 0.732, -0.227)
C (3.774, 1.308, 0.317)
O (3.748, 1.612, 1.502)
C (2.593, 1.606, -0.504)
C (1.376, 2.001, -0.001)
C (0.510, 2.143, -1.102)
C (1.254, 1.831, -2.198)
O (2.509, 1.509, -1.854)
H (1.012, 1.801, -3.242)
H (-0.524, 2.421, -1.085)
H (1.163, 2.160, 1.035)
C (4.983, 0.041, -1.493)
H (4.107, 0.248, -2.099)
C (5.122, -1.479, -1.206)
H (6.175, -1.773, -1.201)
H (4.619, -2.076, -1.965)
H (5.868, 0.409, -2.026)
H (5.872, 0.887, 1.587)
H (6.854, 0.285, 0.227)
H (5.035, -1.220, 2.081)
H (2.678, -1.577, -1.794)
H (0.324, -1.262, -1.443)
H (-1.168, -1.146, 1.925)
C (-3.185, -0.231, 0.787)
C (-3.431, 1.260, 0.662)
C (-4.638, 1.786, 0.223)
C (-4.813, 3.157, 0.133)
C (-3.786, 4.018, 0.478)
C (-2.583, 3.501, 0.927)
C (-2.410, 2.133, 1.023)
H (-1.468, 1.738, 1.378)
H (-1.775, 4.164, 1.201)
H (-3.923, 5.086, 0.400)
H (-5.757, 3.551, -0.211)
H (-5.447, 1.125, -0.048)
C (-4.259, -1.092, 0.173)
C (-4.509, -1.046, -1.194)
C (-5.490, -1.847, -1.750)
C (-6.235, -2.698, -0.950)
C (-5.989, -2.749, 0.410)
C (-5.004, -1.953, 0.968)
H (-4.820, -1.998, 2.033)
H (-6.565, -3.411, 1.041)
H (-7.003, -3.319, -1.386)
H (-5.675, -1.805, -2.814)
H (-3.920, -0.390, -1.815)
H (-3.114, -0.470, 1.856)